Molecular formula: C6H6NdO5S
Method: DFT, ωB97M-V/def2-TZVPD

LUMO level (spin up / spin down)	-14.16 / -14.00	eV
HOMO energy (spin up / spin down)	-21.99 / -22.01	eV
HOMO-LUMO gap (spin up / spin down)	7.8323 / 8.0088	eV
relative energy (zero: lowest compared OMol25 entry of this formula, charge and spin)	0.0	kJ/mol
total charge	+3
multiplicity	4

Cartesian coordinates (Å):
Nd: -0.693 0.961 -1.338
O: -0.612 4.630 -1.939
C: -0.616 3.475 -1.938
C: 1.515 0.053 -1.902
O: 2.601 -0.348 -1.876
C: -2.142 -1.111 -1.995
O: -2.818 -2.019 -2.218
C: -0.203 0.651 -3.805
O: 0.076 0.462 -4.909
C: 0.065 0.166 3.242
S: 1.004 -0.061 1.726
C: 0.569 -1.792 1.435
O: 0.105 0.689 0.661
H: 0.716 -0.126 4.067
H: -0.825 -0.483 3.272
H: -0.213 1.222 3.367
H: -0.344 -2.017 2.008
H: 0.408 -1.941 0.358
H: 1.408 -2.411 1.785

Molecular formula: C47H61N3O27
Method: DFT, ωB97M-V/def2-TZVPD

SMILES string	O=C1C=C(O)C(=O)C=C1O.O=C1C=C(O)C(=O)C=C1O.O=C1C=C(O)C(=O)C=C1O.O=C1C=C(O)C(=O)C=C1O.O=C1C=C(O)C(=O)C=C1O.CN(C)C=O.CN(C)C=O.CN(C)C=O.COCCOC.COCCOC
LUMO level	-2.18	eV
HOMO energy	-9.24	eV
HOMO-LUMO gap	7.0610	eV
relative energy (zero: lowest compared OMol25 entry of this formula, charge and spin)	315.6	kJ/mol

Cartesian coordinates (Å):
O: -1.732 0.377 -0.199
C: -0.745 -0.140 0.329
C: -0.226 -1.549 0.201
C: 0.914 -2.114 0.796
O: 1.405 -3.347 0.471
C: 1.760 -1.321 1.718
O: 2.869 -1.672 2.151
C: 1.147 0.096 2.024
C: 0.053 0.625 1.387
O: -0.516 1.770 1.758
H: -0.726 -2.247 -0.454
H: 1.716 -3.736 1.292
H: 1.484 0.824 2.747
H: -1.068 2.170 1.083
O: 7.651 -7.144 3.952
C: 7.088 -6.217 3.407
C: 7.149 -4.877 4.007
C: 6.568 -3.832 3.448
O: 6.581 -2.620 4.066
C: 5.830 -3.827 2.139
O: 5.466 -2.748 1.623
C: 5.762 -5.126 1.538
C: 6.389 -6.176 2.101
O: 6.422 -7.366 1.550
H: 7.713 -4.587 4.882
H: 6.224 -1.985 3.442
H: 5.300 -5.275 0.573
H: 6.774 -8.013 2.167
O: 5.095 4.525 0.334
C: 5.079 3.464 0.953
C: 5.010 2.163 0.289
C: 5.234 1.012 1.006
O: 5.039 -0.300 0.507
C: 5.467 0.915 2.440
O: 5.775 -0.110 3.098
C: 5.432 2.222 3.094
C: 5.251 3.428 2.498
O: 5.241 4.625 3.211
H: 4.823 2.035 -0.767
H: 5.015 -1.009 1.154
H: 5.540 2.253 4.169
H: 5.420 5.342 2.599
O: -5.347 -7.660 2.199
C: -4.652 -6.840 1.561
C: -3.160 -7.065 1.392
C: -2.320 -6.459 0.516
O: -0.952 -6.556 0.512
C: -2.934 -5.408 -0.433
O: -2.225 -4.687 -1.157
C: -4.339 -4.997 0.024
C: -5.127 -5.659 0.918
O: -6.406 -5.325 1.214
H: -2.705 -7.854 1.973
H: -0.558 -5.870 -0.031
H: -4.804 -4.149 -0.455
H: -6.916 -6.055 1.572
O: 2.105 4.279 2.481
C: 1.477 5.212 1.923
C: 2.110 6.115 0.900
C: 1.489 7.204 0.388
O: 2.206 8.065 -0.418
C: 0.122 7.548 0.616
O: -0.425 8.574 0.230
C: -0.567 6.569 1.506
C: 0.080 5.566 2.158
O: -0.554 4.738 3.028
H: 3.144 5.940 0.639
H: 1.698 8.878 -0.456
H: -1.555 6.643 1.937
H: -0.013 3.946 3.076
C: -0.331 5.308 -3.324
N: -0.522 4.703 -1.980
C: 0.662 3.976 -1.441
C: -1.694 4.633 -1.236
O: -1.855 4.030 -0.129
H: -0.869 6.255 -3.285
H: -0.562 4.690 -4.192
H: 0.731 5.554 -3.340
H: 1.499 4.653 -1.273
H: 0.351 3.319 -0.629
H: 0.794 3.213 -2.208
H: -2.481 5.301 -1.620
C: 3.502 -5.865 4.551
N: 2.672 -6.422 3.539
C: 2.972 -7.826 3.403
C: 1.696 -5.834 2.877
O: 1.406 -4.653 2.914
H: 4.559 -5.835 4.288
H: 3.375 -6.373 5.507
H: 3.123 -4.845 4.610
H: 2.470 -8.491 2.699
H: 3.934 -7.916 2.899
H: 3.197 -8.199 4.402
H: 1.229 -6.462 2.103
C: -3.141 -1.677 -2.518
N: -4.446 -1.016 -2.651
C: -4.942 -0.296 -1.459
C: -5.012 -0.951 -3.866
O: -5.956 -0.262 -4.226
H: -2.875 -2.445 -3.244
H: -3.126 -2.270 -1.604
H: -2.429 -0.854 -2.466
H: -5.994 -0.053 -1.610
H: -4.739 -0.924 -0.591
H: -4.452 0.655 -1.250
H: -4.387 -1.474 -4.607
C: -5.568 3.848 -2.983
O: -5.158 4.290 -1.642
C: -5.188 3.328 -0.557
C: -5.044 4.066 0.859
O: -5.296 3.245 1.995
C: -4.207 2.293 2.143
H: -5.424 4.587 -3.771
H: -6.657 3.865 -2.949
H: -5.207 2.877 -3.324
H: -4.345 2.653 -0.704
H: -6.121 2.768 -0.502
H: -5.654 4.969 0.829
H: -4.050 4.510 0.897
H: -3.263 2.818 2.292
H: -4.075 1.787 1.187
H: -4.384 1.501 2.870
C: -0.509 0.255 -7.344
O: -0.879 1.679 -7.378
C: -2.226 1.895 -6.821
C: -2.191 2.889 -5.648
O: -1.408 2.426 -4.515
C: -2.203 1.929 -3.512
H: -0.845 -0.408 -8.141
H: -0.705 -0.035 -6.312
H: 0.551 0.149 -7.573
H: -2.694 0.965 -6.500
H: -2.971 2.242 -7.536
H: -3.203 3.093 -5.297
H: -1.700 3.783 -6.032
H: -3.070 2.538 -3.256
H: -1.702 1.708 -2.569
H: -2.504 0.936 -3.845

Molecular formula: C14H26Cl10N2
Method: DFT, ωB97M-V/def2-TZVPD

SMILES string	ClCCCl.ClCCCl.ClCCCl.ClCCCl.ClCCCl.CC#N.CC#N
LUMO level	0.13	eV
HOMO energy	-10.26	eV
HOMO-LUMO gap	10.3919	eV
relative energy (zero: lowest compared OMol25 entry of this formula, charge and spin)	7.8	kJ/mol

Cartesian coordinates (Å):
Cl: 1.659 1.770 11.769
C: 2.590 1.625 10.248
C: 3.843 2.486 10.301
Cl: 3.474 4.211 10.361
H: 1.926 1.919 9.441
H: 2.878 0.581 10.152
H: 4.396 2.301 9.381
H: 4.408 2.209 11.187
Cl: 9.568 0.906 7.535
C: 9.706 2.311 8.626
C: 9.157 2.025 9.998
Cl: 7.462 1.436 9.983
H: 9.178 3.150 8.176
H: 10.760 2.576 8.680
H: 9.190 2.907 10.636
H: 9.763 1.273 10.505
Cl: 10.276 0.462 13.464
C: 10.499 -0.414 14.964
C: 9.398 -0.103 15.958
Cl: 7.754 -0.433 15.255
H: 11.503 -0.290 15.361
H: 10.392 -1.461 14.667
H: 9.411 0.964 16.173
H: 9.460 -0.680 16.874
Cl: 7.135 6.551 13.160
C: 5.807 6.999 12.075
C: 5.442 8.465 12.274
Cl: 6.655 9.526 11.537
H: 4.989 6.312 12.285
H: 6.089 6.852 11.034
H: 5.373 8.786 13.308
H: 4.470 8.624 11.806
Cl: 2.570 2.637 16.695
C: 1.416 2.593 15.358
C: 1.413 3.932 14.640
Cl: 0.569 5.230 15.548
H: 0.443 2.354 15.778
H: 1.740 1.831 14.653
H: 0.932 3.873 13.666
H: 2.433 4.270 14.484
C: 7.406 3.110 13.539
C: 5.961 3.222 13.653
N: 4.817 3.309 13.742
H: 7.783 4.070 13.895
H: 7.809 2.888 12.557
H: 7.781 2.351 14.227
C: 11.170 4.126 15.511
C: 12.187 3.069 15.465
N: 12.991 2.257 15.388
H: 11.533 4.877 14.801
H: 11.123 4.643 16.465
H: 10.194 3.782 15.187

Molecular formula: C24H50NO13S5
Method: DFT, ωB97M-V/def2-TZVPD

LUMO level	-2.17	eV
HOMO energy	-12.27	eV
HOMO-LUMO gap	10.1024	eV
relative energy (zero: lowest compared OMol25 entry of this formula, charge and spin)	132.5	kJ/mol
total charge	+1

Cartesian coordinates (Å):
N: -0.729 0.192 -1.529
H: -1.531 0.400 -2.085
H: -0.953 -0.324 -0.784
H: -0.133 0.856 -1.183
H: -0.145 -0.409 -2.100
C: -1.691 0.450 4.636
C: -2.663 0.629 3.484
C: -2.285 1.300 2.202
O: -2.166 0.310 1.244
C: -2.735 -0.798 1.752
O: -2.981 -1.754 1.114
O: -3.005 -0.639 3.065
H: -0.651 0.325 4.288
H: -1.850 -0.590 5.074
H: -1.435 1.343 5.376
H: -3.590 1.251 3.580
H: -1.570 2.056 2.222
H: -3.190 1.865 1.690
C: 3.875 -1.964 -3.782
C: 2.464 -2.645 -3.583
C: 2.292 -2.645 -2.061
S: 3.147 -1.339 -1.429
O: 4.160 -1.887 -0.473
O: 2.192 -0.403 -0.995
C: 3.924 -0.804 -2.893
H: 4.030 -1.597 -4.762
H: 4.695 -2.785 -3.621
H: 2.549 -3.722 -4.046
H: 1.908 -1.919 -4.093
H: 2.598 -3.486 -1.813
H: 1.217 -2.417 -1.837
H: 4.937 -0.462 -2.492
H: 3.693 0.201 -3.256
C: 3.418 4.658 1.374
C: 3.435 4.081 -0.055
C: 3.396 2.590 0.168
S: 2.069 2.460 1.388
O: 2.403 1.254 2.064
O: 0.790 2.576 0.745
C: 2.335 3.870 2.234
H: 3.276 5.805 1.482
H: 4.330 4.269 1.993
H: 4.053 4.549 -0.525
H: 2.595 4.439 -0.499
H: 4.159 1.958 0.590
H: 3.230 1.790 -0.726
H: 2.758 3.695 3.216
H: 1.410 4.429 2.247
C: -2.635 5.659 -2.716
C: -1.483 6.073 -1.810
C: -1.139 4.911 -0.931
S: -2.578 4.010 -0.699
O: -3.156 4.250 0.578
O: -2.490 2.663 -1.198
C: -3.594 4.875 -1.745
H: -2.358 5.030 -3.386
H: -3.166 6.565 -3.226
H: -1.996 7.000 -1.347
H: -0.569 6.417 -2.259
H: -0.760 5.034 0.080
H: -0.299 4.282 -0.952
H: -4.336 5.608 -1.252
H: -4.173 4.224 -2.444
C: 1.515 -2.449 4.219
C: 2.611 -2.363 3.185
C: 2.152 -3.526 2.152
S: 0.426 -3.378 1.942
O: -0.090 -4.704 1.885
O: 0.169 -2.518 0.865
C: 0.139 -2.491 3.410
H: 1.426 -1.641 5.082
H: 1.575 -3.345 4.734
H: 3.636 -2.576 3.762
H: 2.764 -1.317 2.717
H: 2.334 -4.514 2.607
H: 2.677 -3.487 1.325
H: -0.764 -2.853 4.128
H: 0.138 -1.465 2.925
C: -3.662 -4.282 -0.801
C: -4.113 -4.811 -2.169
C: -3.153 -4.268 -3.204
S: -1.698 -3.908 -2.346
O: -1.610 -2.484 -2.192
O: -0.529 -4.663 -2.784
C: -2.169 -4.467 -0.772
H: -4.229 -4.865 0.009
H: -3.726 -3.389 -0.514
H: -5.121 -4.312 -2.506
H: -4.151 -5.899 -2.205
H: -3.391 -3.511 -3.959
H: -2.858 -5.086 -3.915
H: -1.841 -3.655 -0.234
H: -1.729 -5.405 -0.652

Molecular formula: C20H21N3O4S
Method: DFT, ωB97M-V/def2-TZVPD

SMILES string	CCCCOC(=O)CSC1=C(C#N)[C@H](c2ccccc2OC)[C@@H](C#N)C(=O)N1
LUMO level	-0.02	eV
HOMO energy	-9.03	eV
HOMO-LUMO gap	9.0146	eV
relative energy (zero: lowest compared OMol25 entry of this formula, charge and spin)	241.2	kJ/mol

Cartesian coordinates (Å):
C: 4.806 3.837 0.615
C: 5.294 2.513 0.041
C: 4.460 1.349 0.568
C: 4.890 0.027 -0.056
O: 4.158 -1.075 0.499
C: 2.977 -1.345 -0.026
O: 2.472 -0.781 -0.960
C: 2.323 -2.498 0.719
S: 0.871 -3.084 -0.200
C: -0.057 -1.577 -0.361
C: -0.500 -0.834 0.676
C: -0.246 -1.165 2.012
N: -0.032 -1.412 3.113
C: -1.347 0.385 0.400
C: -2.827 0.063 0.325
C: -3.315 -1.220 0.154
C: -4.678 -1.459 0.083
C: -5.562 -0.404 0.183
C: -5.096 0.889 0.351
C: -3.731 1.133 0.420
O: -3.173 2.371 0.569
C: -4.023 3.482 0.728
C: -0.879 1.025 -0.924
C: 0.417 1.631 -0.736
N: 1.425 2.129 -0.532
C: -0.788 0.003 -2.057
O: -1.039 0.257 -3.206
N: -0.371 -1.236 -1.657
H: 3.765 3.995 0.349
H: 5.395 4.663 0.225
H: 4.889 3.837 1.699
H: 6.345 2.361 0.300
H: 5.219 2.542 -1.048
H: 3.410 1.526 0.330
H: 4.561 1.279 1.654
H: 5.937 -0.195 0.162
H: 4.730 0.049 -1.138
H: 2.033 -2.188 1.724
H: 3.006 -3.343 0.791
H: -1.207 1.119 1.202
H: -2.630 -2.052 0.086
H: -5.040 -2.466 -0.048
H: -6.626 -0.579 0.130
H: -5.803 1.699 0.426
H: -4.659 3.378 1.612
H: -4.647 3.640 -0.156
H: -3.362 4.338 0.859
H: -1.574 1.816 -1.226
H: -0.125 -1.894 -2.386

Molecular formula: C5H7N3O
Method: DFT, ωB97M-V/def2-TZVPD

SMILES string	[H]/N=C/C=N\[C@](C)(O)C#N
LUMO level	-0.46	eV
HOMO energy	-9.67	eV
HOMO-LUMO gap	9.2130	eV
relative energy (zero: lowest compared OMol25 entry of this formula, charge and spin)	216.8	kJ/mol

Cartesian coordinates (Å):
H: 2.586 -1.379 1.064
N: 1.970 -0.577 0.978
C: 2.165 0.192 -0.019
C: 1.193 1.228 -0.432
N: -0.057 1.134 -0.452
C: -0.917 -0.104 0.100
C: -2.367 0.332 -0.064
O: -0.601 -0.432 1.380
C: -0.619 -1.227 -0.805
N: -0.338 -2.128 -1.454
H: 2.985 0.044 -0.733
H: 1.636 2.188 -0.710
H: -2.560 0.572 -1.109
H: -3.026 -0.478 0.258
H: -2.540 1.216 0.554
H: 0.491 -0.580 1.445

Molecular formula: C11H7F9N2S5Sb2SeSn
Method: DFT, ωB97M-V/def2-TZVPD

LUMO level (spin up / spin down)	1.03 / -0.84	eV
HOMO energy (spin up / spin down)	-5.99 / -5.97	eV
HOMO-LUMO gap (spin up / spin down)	7.0173 / 5.1294	eV
relative energy (zero: lowest compared OMol25 entry of this formula, charge and spin)	0.0	kJ/mol
total charge	-1
multiplicity	2

Cartesian coordinates (Å):
Sn: -0.184 0.102 0.611
S: 2.404 -1.999 4.427
Sb: 1.690 -0.052 3.358
S: -0.767 0.290 3.119
S: 2.197 -0.147 0.957
S: 2.878 1.691 4.357
F: -3.893 -0.052 -3.325
C: -3.476 -1.356 -3.212
F: -4.189 -2.153 -2.280
F: -3.584 -2.029 -4.367
C: -2.011 -1.242 -2.804
C: -1.040 -1.734 -3.678
C: 0.307 -1.787 -3.436
C: 0.705 -1.343 -2.184
N: -0.194 -0.794 -1.367
C: -1.550 -0.774 -1.576
S: -2.530 -0.232 -0.354
H: -1.428 -2.116 -4.642
H: 1.041 -2.182 -4.099
H: 1.708 -1.277 -1.939
Se: -0.293 2.683 -0.406
C: 0.821 3.649 0.886
C: 0.322 4.902 1.252
C: 1.079 5.616 2.172
N: 2.117 5.169 2.810
C: 2.734 4.068 2.324
C: 2.043 3.271 1.386
H: -0.597 5.297 0.826
H: 0.735 6.597 2.406
H: 3.679 3.793 2.793
H: 2.304 2.198 1.301
F: -0.088 -2.108 1.100
Sb: -0.453 -4.086 0.655
F: 0.473 -4.465 2.355
F: -2.040 -3.990 1.656
F: -0.677 -5.964 0.226
F: -1.386 -3.432 -0.896
F: 1.144 -4.010 -0.412

Molecular formula: C6H12NO
Method: DFT, ωB97M-V/def2-TZVPD

LUMO level	-4.60	eV
HOMO energy	-14.39	eV
HOMO-LUMO gap	9.7879	eV
relative energy (zero: lowest compared OMol25 entry of this formula, charge and spin)	213.5	kJ/mol
total charge	+1

Cartesian coordinates (Å):
C: -0.283 0.440 1.861
C: 0.400 -0.015 0.855
C: 1.051 0.362 -0.418
C: -3.039 -1.094 0.614
C: 0.603 -0.338 -1.665
C: 1.639 1.734 -0.577
N: 1.732 -0.514 0.585
O: -1.070 0.715 2.646
H: -2.449 -1.508 1.421
H: -3.226 -0.044 0.792
H: -3.985 -1.617 0.568
H: -2.521 -1.220 -0.328
H: 0.174 -1.313 -1.448
H: 1.441 -0.460 -2.351
H: -0.155 0.257 -2.168
H: 0.889 2.399 -1.000
H: 2.483 1.710 -1.264
H: 1.962 2.155 0.372
H: 2.524 -0.137 1.115
H: 1.832 -1.513 0.391

Molecular formula: C4H6BrClO
Method: DFT, ωB97M-V/def2-TZVPD

LUMO level (spin up / spin down)	-3.24 / -3.37	eV
HOMO energy (spin up / spin down)	-9.06 / -8.81	eV
HOMO-LUMO gap (spin up / spin down)	5.8186 / 5.4464	eV
relative energy (zero: lowest compared OMol25 entry of this formula, charge and spin)	233.9	kJ/mol

Cartesian coordinates (Å):
C: 0.530 0.114 0.526
C: 0.503 -0.088 1.962
C: -0.303 0.070 -1.802
C: -0.581 -0.148 -0.427
O: 1.474 0.666 -0.049
Cl: 1.085 -2.838 -0.122
Br: -2.299 -0.632 0.102
H: 1.500 0.058 2.438
H: 0.234 -1.127 2.319
H: -0.166 0.692 2.455
H: 0.670 -0.407 -2.099
H: -1.029 -0.451 -2.331
H: 0.124 1.088 -2.091

Molecular formula: C19H18Cl2N2O6
Method: DFT, ωB97M-V/def2-TZVPD

SMILES string	CCOC(=O)C(=O)/C(=C\N(C)C)c1onc(-c2c(Cl)cccc2Cl)c1C(=O)OC
LUMO level	0.56	eV
HOMO energy	-8.17	eV
HOMO-LUMO gap	8.7252	eV

Cartesian coordinates (Å):
C: -3.834 -4.568 -0.094
C: -2.539 -3.773 -0.038
O: -2.730 -2.429 -0.496
C: -3.202 -1.557 0.382
O: -3.541 -1.798 1.512
C: -3.353 -0.163 -0.234
O: -4.350 0.079 -0.899
C: -2.272 0.780 -0.016
C: -2.404 2.158 -0.121
N: -3.492 2.895 0.003
C: -4.764 2.388 0.444
C: -3.431 4.313 -0.249
C: -0.948 0.245 0.202
O: -0.853 -0.946 0.813
N: 0.440 -1.332 0.914
C: 1.166 -0.401 0.365
C: 2.627 -0.485 0.328
C: 3.273 -1.539 -0.318
Cl: 2.336 -2.746 -1.104
C: 4.656 -1.619 -0.355
C: 5.413 -0.641 0.263
C: 4.800 0.415 0.914
C: 3.418 0.485 0.942
Cl: 2.658 1.799 1.764
C: 0.343 0.663 -0.122
C: 0.856 1.826 -0.843
O: 0.330 2.915 -0.927
O: 2.030 1.547 -1.425
C: 2.659 2.619 -2.105
H: -3.642 -5.597 0.199
H: -4.563 -4.137 0.587
H: -4.241 -4.554 -1.102
H: -2.152 -3.737 0.985
H: -1.784 -4.191 -0.707
H: -1.488 2.723 -0.242
H: -5.393 3.218 0.758
H: -4.616 1.704 1.281
H: -5.266 1.820 -0.346
H: -4.137 4.580 -1.038
H: -3.692 4.872 0.653
H: -2.430 4.598 -0.565
H: 5.126 -2.444 -0.865
H: 6.490 -0.700 0.237
H: 5.383 1.181 1.401
H: 2.879 3.432 -1.408
H: 2.012 3.000 -2.898
H: 3.578 2.213 -2.520

Short version: E_tot = -1566.8482; -4022.9458; -5260.4707; -3967.6794; -1638.1458; -434.1618; -6519.1496; -365.4680; -3265.3354; -2216.1219 Ha, in the order given.
Short version: F_max = 7.6; 4.5; 1.7; 10.8; 1.1; 2.5; 3.1; 1.7; 3.3; 1.4 eV Å⁻¹, in the order given.